No. 1
A 3-piece molecular cluster, C15H33ClO6 overall. Source: OMol25; level of theory: ωB97M-V/def2-TZVPD.

Output
**E_LUMO**: 0.74 eV
**Energy above the lowest of the compared OMol25 structures with the same formula, charge and spin**: 0.00 kJ/mol
**SMILES**: CCC(=O)OC[C@@H](Cl)CC.COCCOC.COCCOC
**Kohn-Sham gap**: 9.87 eV
**E_HOMO**: -0.3356 Eh

ORCA input file:
```
! wB97M-V def2-TZVPD RIJCOSX def2/J DEFGRID3
* xyz 0 1
Cl -0.55854 1.34883 3.69790
O 1.43554 -0.66061 -2.75288
O -5.00655 1.51319 -2.65892
O 2.94797 -1.72128 1.48683
O -3.75306 0.85124 -0.08270
O 3.43590 1.47622 -2.39558
O 1.91515 -0.16983 2.76174
C -2.85770 1.93592 -0.25522
C -0.39562 -0.41636 3.37407
C 2.33837 -0.56327 -1.65852
C 2.68832 0.87381 -1.34959
C -3.99507 0.77518 -3.32083
C -1.76512 -0.94539 2.96067
C 2.06222 -1.03132 -3.96580
C 4.23174 -0.54327 3.14471
C 2.98321 -0.90092 2.38020
C -5.11459 1.21118 -0.25425
C -1.75382 -2.40554 2.51144
C 0.65099 -0.63623 2.30310
C 2.66023 2.31858 -3.22666
C 5.22335 -1.70966 3.25117
C -5.63575 0.79454 -1.61096
H -0.07361 -0.86180 4.31300
H -2.16517 -0.29909 2.17888
H 1.77901 1.44878 -1.14749
H -3.05018 2.47770 -1.18407
H -5.50438 -0.28284 -1.74991
H 1.33466 -0.89885 -4.76519
H -3.29382 0.32682 -2.61318
H -1.41934 -2.48807 1.47935
H 3.24656 -1.13997 -1.85450
H -4.43556 -0.01186 -3.94243
H -2.42887 -0.81818 3.81529
H -2.76723 -2.80165 2.53548
H 0.34452 -0.08017 1.41503
H -2.92176 2.62724 0.59172
H 4.85522 -2.61259 2.77502
H -3.45394 1.46628 -3.96453
H 1.84645 -1.00138 -0.78653
H 2.93585 -0.40899 -4.17512
H 3.98224 -0.15952 4.12923
H 2.36621 -2.08343 -3.93821
H 2.39394 3.24216 -2.70078
H -1.85037 1.52320 -0.29190
H 4.70919 0.27750 2.60805
H -1.13626 -3.02339 3.16026
H -5.24828 2.28783 -0.11419
H -6.70695 1.01382 -1.66074
H 1.74863 1.82084 -3.56636
H 5.43011 -1.94477 4.29307
H 0.67980 -1.69200 2.05126
H 3.26795 2.57366 -4.09328
H -5.69000 0.69476 0.52060
H 3.31064 0.89775 -0.44918
H 6.17757 -1.46482 2.79149
*
```

---

No. 2
C15H33N3NaOTa as an isolated structure. Source: OMol25; level of theory: ωB97M-V/def2-TZVPD.

Output
**E_LUMO**: -7.50 eV
**Kohn-Sham gap**: 8.50 eV
**E_HOMO**: -0.5880 Eh

ORCA input file:
```
! wB97M-V def2-TZVPD RIJCOSX def2/J DEFGRID3
* xyz 2 1
Ta -0.23762 -0.01160 0.03665
Na 1.20895 0.32391 -2.58301
O 3.69151 -1.43654 0.82165
N -0.52874 -1.48104 -1.24005
N 1.76103 -0.25997 0.02428
N -0.25464 1.67705 -0.92689
C -0.54852 -0.61757 4.46403
C 1.14511 0.80160 3.28010
C -0.05526 -3.10901 0.62326
C 0.40646 2.99163 -1.10145
C -0.07532 3.96222 -0.01953
C -1.78790 1.65409 -1.04342
C 0.85317 -3.49556 -1.67234
C 0.03200 3.52989 -2.48451
C -0.95033 0.06348 2.02693
C 0.10496 -0.29558 3.10814
C -0.33022 -2.95600 -0.86597
C 2.75541 -0.83042 0.42376
C -1.59484 -3.71776 -1.27478
C -1.03817 -1.19213 -2.62184
C 1.90567 2.77350 -1.00416
H 0.19750 -0.91248 5.20711
H -1.85657 -0.56297 2.09943
H 0.48271 4.90479 -0.12998
H -0.92026 -0.12420 -2.92347
H -1.04358 3.74178 -2.55291
H 2.20635 2.32333 -0.04774
H 0.89919 -2.64846 0.93696
H -0.89781 -2.74547 1.23607
H -2.10065 1.68652 -2.10569
H -1.73065 -3.73684 -2.36382
H 0.66081 -3.38534 -2.74626
H -2.49118 -3.29030 -0.80970
H -2.22932 2.49978 -0.49381
H -2.19560 0.70490 -0.58018
H 1.77291 -2.94450 -1.43517
H 0.04996 -4.18901 0.84649
H -0.50618 -1.84591 -3.33355
H 1.78829 0.90602 2.39703
H 0.12132 3.58674 0.99462
H -1.14560 4.18791 -0.11259
H 0.68679 1.77651 3.51437
H -1.51132 -4.77093 -0.96663
H 1.80325 0.55558 4.12737
H 2.30117 2.14766 -1.83370
H 2.40110 3.75330 -1.08292
H -1.08307 0.23961 4.88639
H -1.27551 1.11284 2.15213
H 0.59330 4.46054 -2.65931
H 1.02403 -4.56819 -1.45752
H 0.28057 2.81495 -3.28515
H -2.12577 -1.37208 -2.65304
H 0.62709 -1.22506 2.81634
H -1.24602 -1.45527 4.38801
*
```

---

No. 3
A 4-piece molecular cluster, C15H33O9S2 overall. Source: OMol25; level of theory: ωB97M-V/def2-TZVPD.

Output
**E_LUMO**: -3.30 eV
**Kohn-Sham gap**: 8.54 eV
**E_HOMO**: -0.4353 Eh

ORCA input file:
```
! wB97M-V def2-TZVPD RIJCOSX def2/J DEFGRID3
* xyz 1 1
S -1.37616 1.83591 -3.57337
S -5.72128 1.71400 -3.64023
O -4.85986 -0.15941 -0.77240
O 2.23661 -1.03868 -2.99171
O 2.55098 -1.87048 -0.98747
O 4.27354 -1.07721 3.40786
O -3.94687 0.42525 1.11917
O 2.96999 0.47090 2.58778
O -1.48424 3.08655 -2.90146
O 0.03185 1.81843 -4.27009
O -1.55958 0.59751 -2.86709
C -4.44726 0.44478 -3.84017
C 5.05271 -1.78166 5.62048
C 4.43429 1.22317 4.30252
C -3.93616 -0.29963 -0.00008
C -1.73478 1.15467 1.85989
C 1.40941 0.31415 -1.24223
C 3.85308 0.19960 3.36198
C 1.19053 -2.17695 1.01791
C -2.58005 1.84567 -4.91597
C 2.11295 -0.90225 -1.79910
C -2.77733 -1.21133 -0.30904
C -2.94569 0.29620 2.14871
C 2.51658 -1.73113 0.44569
C 5.41361 -1.49621 4.18003
C -3.43699 0.58585 -4.96880
H -2.26672 -1.60114 0.56526
H 4.26534 -2.53342 5.66973
H -3.90579 0.49891 -5.95178
H 5.92570 -2.15949 6.15282
H 0.97332 -3.20527 0.72594
H 6.21731 -0.76536 4.09239
H -5.06333 2.86816 -3.84554
H -5.03851 -0.47070 -3.91764
H -1.02277 1.08585 2.68247
H -3.98276 0.43962 -2.84897
H 1.62745 1.13364 -1.92302
H -3.15091 -2.04355 -0.90026
H 0.34009 0.10694 -1.29126
H 3.79779 1.26578 5.18703
H 1.22633 -2.11729 2.10602
H 1.67786 0.61209 -0.23219
H -2.03168 2.19688 1.74446
H 5.45264 1.01988 4.61868
H 3.31488 -2.37986 0.80070
H -2.68875 -0.75232 2.29611
H -3.15769 2.75724 -4.74943
H 0.27233 0.93088 -4.59070
H 4.70208 -0.88674 6.13458
H -2.06098 -0.65304 -0.91348
H -2.79349 -0.29068 -4.85017
H -2.04472 1.98226 -5.85613
H -1.22528 0.84457 0.94706
H -6.43029 1.68992 -4.78367
H 0.37656 -1.54221 0.66506
H -3.45259 0.63393 3.04990
H 2.76134 -0.72017 0.75332
H 4.39661 2.19030 3.80899
H 5.74872 -2.40331 3.68088
*
```

---

No. 4
C15H34AsF9MnO8P2Si3 as an isolated structure. Source: OMol25; level of theory: ωB97M-V/def2-TZVPD.

Output
**E_LUMO (spin up / spin down)**: -5.37 / -2.83 eV
**Kohn-Sham gap (spin up / spin down)**: 7.29 / 9.84 eV
**E_HOMO (spin up / spin down)**: -0.4652 / -0.4656 Eh

ORCA input file:
```
! wB97M-V def2-TZVPD RIJCOSX def2/J DEFGRID3
* xyz 1 5
As -2.47158 0.28681 0.30892
Mn 0.00179 -0.06684 0.27413
P 0.86496 0.72627 -2.12738
P 2.61015 1.51418 0.15173
Si -3.63212 -1.46126 -0.87430
Si -2.91004 2.30275 -0.93496
Si -3.18236 0.72590 2.57344
F 2.25748 -3.86021 2.62872
F 1.90189 -3.25334 0.59335
F 2.68937 -1.83178 2.01279
F -0.23091 -4.28753 3.56154
F 0.84249 -0.34870 3.30254
F -0.85790 -1.45880 4.01247
F 1.14330 -2.14226 4.47301
F -1.79314 -3.33783 2.42472
F -0.31248 -4.53342 1.41539
O 1.09041 1.64622 -3.38886
O 0.12279 1.51913 -1.03353
O -0.12521 -1.67938 1.17368
O 2.18497 -0.80808 -0.57710
O 4.08649 1.33942 0.63953
O 1.56041 1.12330 1.14054
O 0.23559 -0.60481 -2.34074
O 2.53178 3.01553 -0.32922
C -4.77553 2.45575 -1.03815
C 0.38122 -2.40332 2.20938
C -3.51645 -1.04164 -2.68540
C -1.75873 1.63203 3.38892
C 1.83933 -2.85398 1.86699
C 2.49174 0.40347 -1.29564
C 0.38947 -1.58249 3.53122
C -4.67629 1.84617 2.48728
C -2.26995 2.20844 -2.69463
C -2.87449 -3.12931 -0.57685
C -5.38078 -1.31142 -0.21709
C 3.71449 0.29521 -2.17735
C -0.49890 -3.67046 2.41356
C -2.14831 3.69772 0.04990
C -3.70717 -0.86344 3.40224
H -1.13969 3.46131 0.38785
H -2.09212 4.58560 -0.58459
H -3.98394 -0.09426 -2.95029
H -2.09606 2.63519 3.65781
H -5.32186 2.22514 -0.12705
H -5.94711 -0.55701 -0.76460
H -4.79071 -0.97023 3.33015
H -5.89417 -2.26754 -0.34252
H -1.48345 2.94815 -2.84427
H -5.00933 3.48952 -1.30851
H -1.45971 1.12128 4.30393
H 3.93729 1.26023 -2.63260
H -1.87764 1.23167 -2.96378
H 4.27899 1.58459 1.55091
H -4.50223 2.80195 1.99680
H -3.24682 -1.75742 2.98956
H -1.78609 -3.11494 -0.63433
H -0.86741 1.74292 2.76983
H 1.61585 3.27152 -0.51249
H 4.57619 -0.03599 -1.60045
H -3.44795 -0.81988 4.46197
H 2.03125 -1.52967 -1.20930
H -4.92873 2.06085 3.53168
H -4.03971 -1.83236 -3.23058
H -5.54763 1.36596 2.04322
H 3.53508 -0.42283 -2.98053
H -3.08807 2.43772 -3.38090
H -2.47857 -1.03883 -3.02292
H -5.41928 -1.06351 0.84400
H -2.75066 3.95778 0.92035
H -5.16159 1.82166 -1.83797
H 0.88970 1.23683 -4.23752
H -3.24392 -3.78671 -1.36875
H -3.16653 -3.55825 0.37919
*
```

---

| no. | F_max (eV/A) |
| --- | --- |
| 1 | 0.80 |
| 2 | 3.26 |
| 3 | 0.92 |
| 4 | 0.58 |